Record 1
DFT (the ωB97M-V functional and the def2-TZVPD basis) results for C25H45BiF3O3P2S as an isolated structure.

## Properties
Frontier orbital gap (alpha / beta) (eV): 4.259 / 4.151
Relative energy (zero: lowest compared OMol25 entry of this formula, charge and spin) (eV): 0.968
HOMO level (alpha / beta) (eV): -9.930 / -9.875

```
! wB97M-V def2-TZVPD RIJCOSX def2/J DEFGRID3
* xyz 1 1
Bi -1.7584 -0.6909 -0.4518
C 1.7980 -1.7708 -1.8377
C 0.5740 -1.5817 -2.5381
C 1.7546 0.3930 -2.5950
C 2.5538 -0.5726 -1.9333
C 0.5419 -0.2347 -3.0013
C 2.2088 -3.0250 -1.1705
H 1.3419 -3.5488 -0.7351
H 2.9253 -2.8299 -0.3573
H 2.6882 -3.7237 -1.8782
C 3.9500 -0.3785 -1.5069
H 4.3336 -1.2744 -1.0144
H 4.0592 0.4681 -0.8193
H 4.5911 -0.1708 -2.3741
C 2.1239 1.7942 -2.8732
H 2.4840 1.9207 -3.9066
H 2.9134 2.1390 -2.1922
H 1.2611 2.4663 -2.7415
C -0.5320 0.3914 -3.8055
H -0.4150 0.1517 -4.8764
H -0.5182 1.4875 -3.7096
H -1.5342 0.0387 -3.5104
C -0.4409 -2.6386 -2.7711
H -0.1285 -3.3278 -3.5707
H -1.4060 -2.2107 -3.0679
H -0.6037 -3.2450 -1.8676
C -2.3719 -1.2942 1.6197
C -1.9680 -2.4603 0.8326
C -2.9764 -3.3855 0.2269
C -3.7886 -2.8489 -1.0088
C -3.5269 -1.4320 -1.4497
C -3.9399 -0.2906 -0.6066
C -4.6710 -0.5266 0.6858
C -3.8134 -1.0036 1.9048
H -3.6909 -3.7045 1.0004
H -4.8572 -2.9331 -0.7914
H -2.4486 -4.2897 -0.1085
H -4.3060 -1.8854 2.3448
H -1.6715 -1.0188 2.4307
H -0.9782 -2.8879 1.0808
H -3.8780 -0.2155 2.6719
H -5.1620 0.4125 0.9760
H -4.1466 0.6700 -1.1227
H -5.4697 -1.2547 0.5031
H -3.5718 -3.5076 -1.8590
H -3.4242 -1.2442 -2.5394
P 1.7477 -0.8607 2.2909
C 3.5570 -0.9348 2.1745
H 3.8808 -1.1448 3.1970
H 3.9457 0.0171 1.7912
H 3.7997 -1.7435 1.4724
C 1.3742 0.1889 3.7326
H 2.0807 -0.1115 4.5141
H 0.3295 0.0271 4.0359
H 1.5134 1.2356 3.4339
C 1.3128 -2.5288 2.9144
H 0.2490 -2.5703 3.1858
H 1.9537 -2.7152 3.7822
H 1.4981 -3.2654 2.1203
P -0.9412 2.7381 0.1025
C -1.9800 3.0338 -1.3913
H -2.7796 3.7464 -1.1510
H -2.4280 2.0969 -1.7631
H -1.3352 3.4356 -2.1860
C -2.1787 2.9232 1.4510
H -3.0982 2.3504 1.2529
H -2.4041 3.9923 1.5695
H -1.7219 2.5318 2.3737
C 0.0430 4.2563 0.2213
H -0.6390 5.1034 0.0832
H 0.8229 4.1942 -0.5477
H 0.5293 4.2449 1.2053
F 4.3745 4.4301 2.6616
C 3.4333 3.4686 2.6032
F 3.7513 2.4907 3.5087
F 2.2323 4.0086 2.9889
S 3.2787 2.7274 0.8885
O 3.1252 3.8687 0.0119
O 4.5067 1.9424 0.7530
O 2.0610 1.8968 1.0328
*
```

In the Mulliken picture, each atom carries the following charge in e:
1 Bi -0.46
2 C 0.71
3 C 0.30
4 C 0.50
5 C 0.57
6 C 0.88
7 C -1.55
8 H 0.26
9 H 0.21
10 H 0.39
11 C -1.13
12 H 0.45
13 H 0.05
14 H 0.37
15 C -1.31
16 H 0.38
17 H 0.34
18 H 0.12
19 C -1.13
20 H 0.33
21 H 0.32
22 H 0.08
23 C -0.89
24 H 0.45
25 H 0.27
26 H 0.28
27 C 0.29
28 C 0.02
29 C -1.00
30 C -1.45
31 C -0.04
32 C -0.13
33 C -1.14
34 C -1.12
35 H 0.41
36 H 0.53
37 H 0.43
38 H 0.35
39 H 0.17
40 H 0.31
41 H 0.46
42 H 0.49
43 H 0.52
44 H 0.39
45 H 0.36
46 H 0.89
47 P 1.30
48 C -1.14
49 H 0.51
50 H 0.18
51 H 0.28
52 C -1.17
53 H 0.38
54 H 0.41
55 H 0.08
56 C -1.47
57 H 0.33
58 H 0.49
59 H 0.28
60 P 1.05
61 C -1.13
62 H 0.43
63 H 0.02
64 H 0.43
65 C -1.33
66 H 0.24
67 H 0.47
68 H 0.28
69 C -1.19
70 H 0.56
71 H 0.29
72 H 0.16
73 F -0.23
74 C 0.51
75 F -0.21
76 F -0.24
77 S 0.88
78 O -0.65
79 O -0.77
80 O -0.57

***

Record 2
DFT (the ωB97M-V functional and the def2-TZVPD basis) results for C25H45CeF3O3P2S as an isolated structure.

## Properties
Frontier orbital gap (alpha / beta) (eV): 8.521 / 8.598
HOMO level (alpha / beta) (eV): -11.365 / -11.356
<S²>: 0.7512

```
! wB97M-V def2-TZVPD RIJCOSX def2/J DEFGRID3
* xyz 1 2
Ce -0.0528 0.0172 0.1329
C -2.0350 1.6243 0.2882
C -2.3721 0.7001 -0.7536
C -2.2688 -0.4916 1.2347
C -1.9786 0.8934 1.5255
C -2.5087 -0.6101 -0.1761
C -1.8830 3.1006 0.1054
H -1.4866 3.3481 -0.8881
H -1.2196 3.5545 0.8551
H -2.8593 3.6048 0.1844
C -1.8375 1.5020 2.8804
H -1.4264 2.5184 2.8146
H -1.1832 0.9079 3.5313
H -2.8133 1.5640 3.3878
C -2.4220 -1.6022 2.2227
H -3.4839 -1.7702 2.4717
H -1.8781 -1.3999 3.1518
H -2.0318 -2.5523 1.8238
C -2.9135 -1.8463 -0.9112
H -4.0087 -1.9172 -0.9982
H -2.5776 -2.7588 -0.4017
H -2.5116 -1.8570 -1.9328
C -2.6246 1.0818 -2.1667
H -3.5930 1.5828 -2.3068
H -2.6055 0.2098 -2.8232
H -1.8619 1.7755 -2.5395
C 1.5203 0.4286 -2.9596
C 0.4863 1.2660 -3.1356
C -0.1333 1.5304 -4.4763
C -1.0340 0.4162 -5.1121
C -1.1044 -0.8944 -4.3851
C -0.0506 -1.7032 -4.2207
C 1.2980 -1.4186 -4.8057
C 2.1511 -0.3191 -4.0958
H 0.6405 1.7744 -5.2232
H -0.6895 0.2810 -6.1546
H -0.7710 2.4254 -4.3896
H 2.4738 0.3776 -4.8895
H 2.0601 0.3752 -2.0028
H 0.1606 1.9334 -2.3255
H 3.0597 -0.8144 -3.7160
H 1.8811 -2.3548 -4.7757
H -0.1526 -2.6639 -3.7198
H 1.2202 -1.1394 -5.8719
H -2.0617 0.8140 -5.1797
H -2.1044 -1.2138 -4.0822
P 1.9000 2.4394 0.4061
C 1.6428 3.3626 1.9657
H 2.5850 3.8448 2.2510
H 1.3350 2.6880 2.7677
H 0.8725 4.1278 1.8265
C 3.5708 1.7748 0.7531
H 4.1806 2.5684 1.1989
H 4.0294 1.4443 -0.1833
H 3.5103 0.9316 1.4461
C 2.3705 3.8244 -0.6920
H 2.7732 3.4202 -1.6258
H 3.1281 4.4444 -0.1928
H 1.4842 4.4277 -0.9120
P 1.0168 -2.9169 -0.2327
C -0.0355 -4.1148 -1.1461
H 0.5806 -4.9493 -1.5070
H -0.4914 -3.5968 -1.9994
H -0.8230 -4.5041 -0.4917
C 2.5634 -3.1038 -1.2148
H 2.3246 -3.0510 -2.2806
H 3.0176 -4.0753 -0.9844
H 3.2652 -2.3023 -0.9619
C 1.4850 -3.9738 1.2056
H 1.7854 -4.9726 0.8510
H 0.6199 -4.0663 1.8746
H 2.2959 -3.5011 1.7689
F 1.3521 1.4964 4.6451
C 2.1585 0.4010 4.5212
F 3.2842 0.8031 3.8742
F 2.5058 -0.0310 5.7534
S 1.3102 -0.9034 3.4959
O 2.3130 -1.9211 3.3390
O 0.0862 -1.1712 4.2217
O 1.0348 -0.1883 2.1798
*
```

In the Mulliken picture, each atom carries the following charge in e:
1 Ce -0.40
2 C 0.32
3 C 0.67
4 C 0.67
5 C 0.55
6 C 0.45
7 C -1.23
8 H 0.22
9 H 0.24
10 H 0.36
11 C -1.16
12 H 0.32
13 H 0.19
14 H 0.31
15 C -1.19
16 H 0.34
17 H 0.38
18 H 0.18
19 C -1.15
20 H 0.35
21 H 0.27
22 H 0.11
23 C -0.88
24 H 0.35
25 H 0.12
26 H 0.02
27 C -0.20
28 C 0.12
29 C -1.61
30 C -1.39
31 C -0.35
32 C -0.53
33 C -1.27
34 C -1.17
35 H 0.52
36 H 0.54
37 H 0.43
38 H 0.41
39 H 0.44
40 H 0.99
41 H 0.38
42 H 0.43
43 H 0.64
44 H 0.45
45 H 0.26
46 H 1.11
47 P 1.32
48 C -1.26
49 H 0.55
50 H 0.08
51 H 0.45
52 C -1.32
53 H 0.49
54 H 0.41
55 H 0.16
56 C -1.47
57 H 0.39
58 H 0.47
59 H 0.39
60 P 1.43
61 C -1.32
62 H 0.46
63 H 0.13
64 H 0.44
65 C -1.37
66 H 0.26
67 H 0.51
68 H 0.32
69 C -1.50
70 H 0.49
71 H 0.39
72 H 0.45
73 F -0.23
74 C 0.60
75 F -0.21
76 F -0.19
77 S 1.09
78 O -0.62
79 O -0.67
80 O -0.69

***

Record 3
DFT (the ωB97M-V functional and the def2-TZVPD basis) results for C25H45Cl2HfP as an isolated structure.

## Properties
Frontier orbital gap (eV): 6.536
HOMO level (eV): -6.537

```
! wB97M-V def2-TZVPD RIJCOSX def2/J DEFGRID3
* xyz 0 1
Hf 0.1350 0.7053 0.1844
Cl 1.8401 2.2176 0.6111
P -1.8416 -1.3595 -0.3819
C 0.9086 -1.2783 1.0246
H 1.4510 -2.2267 1.1134
H 0.6061 -1.1209 2.1106
C -3.1589 -0.2073 -1.0723
C -2.4472 -1.9496 1.2926
C -4.4090 -0.8182 -1.7235
H -3.4848 0.3340 -0.1655
C -5.4232 0.2883 -2.0497
H -4.1332 -1.3370 -2.6565
H -4.8827 -1.5616 -1.0689
C -4.8266 1.4198 -2.8969
H -6.2885 -0.1452 -2.5546
H -5.7866 0.7146 -1.0980
C -3.4913 1.9406 -2.3549
H -4.6715 1.0454 -3.9252
H -5.5397 2.2405 -2.9686
C -2.5013 0.8155 -2.0121
H -3.0345 2.6258 -3.0709
H -3.6796 2.5202 -1.4341
H -2.1817 0.3122 -2.9419
H -1.5965 1.2907 -1.5747
C -1.8364 -2.9062 -1.4611
C -1.6741 -3.2016 1.7333
H -2.1304 -1.1132 1.9428
C -2.0093 -3.5810 3.1830
H -1.9034 -4.0491 1.0717
H -0.5979 -3.0115 1.6403
C -3.5171 -3.6821 3.4433
H -1.5264 -4.5367 3.4250
H -1.5780 -2.8263 3.8529
C -4.3004 -2.4708 2.9230
H -3.9061 -4.5945 2.9747
H -3.6912 -3.7863 4.5217
C -3.9643 -2.1083 1.4685
H -5.3789 -2.6585 3.0089
H -4.0766 -1.6016 3.5535
H -4.3484 -2.8922 0.7990
H -4.4842 -1.1775 1.1976
C -1.5341 -2.5720 -2.9306
H -0.9748 -3.4665 -1.0533
C -1.2826 -3.8499 -3.7481
H -2.3784 -2.0195 -3.3686
H -0.6545 -1.9207 -3.0077
C -2.4199 -4.8713 -3.6313
H -1.1371 -3.5757 -4.8029
H -0.3474 -4.3082 -3.4074
C -2.8313 -5.1271 -2.1767
H -3.2873 -4.5169 -4.1994
H -2.1065 -5.8183 -4.0913
C -3.0621 -3.8367 -1.3754
H -3.7486 -5.7352 -2.1506
H -2.0508 -5.7122 -1.6783
H -3.9475 -3.3220 -1.7717
H -3.2907 -4.1023 -0.3347
C 0.9523 -0.1187 -1.7059
C 1.4441 -1.4337 -0.8396
H 0.1315 -0.3502 -2.3877
C 2.9594 -1.6685 -0.8540
H 0.8772 -2.3477 -1.1228
C 3.7770 -0.3780 -0.9629
H 3.2405 -2.1929 0.0892
H 3.2384 -2.3413 -1.6976
C 3.5084 0.3890 -2.2584
H 3.5659 0.2769 -0.1075
H 4.8486 -0.6368 -0.9356
C 2.0150 0.6571 -2.5380
H 4.0517 1.3457 -2.2340
H 3.9514 -0.1671 -3.1044
H 1.8464 1.7534 -2.4426
H 1.8680 0.4571 -3.6175
Cl -1.6945 1.6173 1.3969
*
```

In the Mulliken picture, each atom carries the following charge in e:
1 Hf 0.88
2 Cl -0.47
3 P 0.11
4 C -1.21
5 H 0.44
6 H 0.45
7 C -0.20
8 C 0.20
9 C -0.76
10 H 1.01
11 C -0.94
12 H 0.23
13 H 0.23
14 C -0.76
15 H 0.41
16 H 0.37
17 C -1.03
18 H 0.30
19 H 0.42
20 C 0.45
21 H 0.44
22 H 0.35
23 H 0.23
24 H -0.34
25 C -0.36
26 C -0.51
27 H 0.74
28 C -0.87
29 H 0.18
30 H -0.17
31 C -0.69
32 H 0.40
33 H 0.35
34 C -0.96
35 H 0.32
36 H 0.37
37 C -0.56
38 H 0.39
39 H 0.38
40 H 0.10
41 H 0.30
42 C -0.22
43 H 0.85
44 C -0.89
45 H 0.29
46 H -0.38
47 C -0.77
48 H 0.42
49 H 0.35
50 C -1.02
51 H 0.34
52 H 0.41
53 C -0.35
54 H 0.41
55 H 0.38
56 H 0.15
57 H 0.08
58 C 0.57
59 C 0.47
60 H -0.41
61 C -0.47
62 H -0.12
63 C -0.71
64 H 0.32
65 H 0.41
66 C -0.65
67 H 0.18
68 H 0.44
69 C -0.98
70 H 0.29
71 H 0.32
72 H 0.31
73 H 0.28
74 Cl -0.49

***

no.,strongest force on any atom (hartree/bohr),molar mass (Da)
1,0.130,753.62
2,0.061,684.76
3,0.103,626.01